Arrangement one

Formula: C6H8N
Source: OMol25
Level of theory: ωB97M-V/def2-TZVPD

multiplicity = 1
net charge = +1
lowest unoccupied orbital energy = -5.90 eV

Last column: Löwdin charge in e.
Positions of all 15 atoms, in Å:
C: -0.834 -0.567 2.009  -0.0179
C: -1.202 0.628 1.522  0.1123
C: 1.442 -0.308 0.584  0.0072
C: 0.514 -1.493 0.707  -0.1710
C: 0.093 -0.181 0.031  -0.1665
C: -0.452 0.136 -1.283  -0.0076
N: -0.185 -1.586 1.960  0.2048
H: -2.192 0.766 1.108  0.1207
H: -0.723 1.525 1.895  0.1244
H: 1.756 0.211 1.480  0.1442
H: 2.233 -0.384 -0.155  0.1475
H: 0.682 -2.426 0.186  0.1636
H: 0.173 -0.386 -2.016  0.1250
H: -0.414 1.196 -1.531  0.1087
H: -1.465 -0.238 -1.408  0.1049



Arrangement two

Formula: C6H8N
Source: OMol25
Level of theory: ωB97M-V/def2-TZVPD

multiplicity = 1
net charge = +1
lowest unoccupied orbital energy = -5.54 eV

Last column: Löwdin charge in e.
Positions of all 15 atoms, in Å:
C: 1.308 -1.331 -0.070  0.0478
C: 0.133 -1.042 0.277  0.0366
C: 0.265 1.269 0.337  -0.0047
C: 2.173 -0.025 -0.318  0.0002
C: -0.909 -0.217 0.531  -0.2318
C: -1.931 -0.164 -0.495  -0.0536
N: 1.488 1.001 -0.210  0.0442
H: 1.799 -2.335 -0.161  0.1592
H: -0.469 2.068 -0.007  0.1591
H: 0.473 1.684 1.414  0.1756
H: 3.233 -0.159 -0.569  0.1534
H: -1.037 -0.220 1.653  0.1808
H: -1.352 -0.141 -1.422  0.1100
H: -2.512 0.695 -0.521  0.0656
H: -2.663 -1.083 -0.439  0.1576



Tell me which of them is the most stable. Sure, it is arrangement two.



Arrangement one

Formula: CH2N2OS
Source: OMol25
Level of theory: ωB97M-V/def2-TZVPD

multiplicity = 1
lowest unoccupied orbital energy (spin up / spin down) = -1.72 / -1.75 eV
SMILES string = N=C=O.N=S

Last column: Löwdin charge in e.
Positions of all 7 atoms, in Å:
N: -0.187 0.952 1.300  0.1518
C: -0.929 0.663 0.377  -0.5076
O: -1.824 0.757 -0.359  0.1429
H: 0.597 0.353 1.647  0.0943
N: 0.724 -0.898 -0.546  -0.5360
S: 1.665 -0.277 -1.631  0.6404
H: -0.045 -1.550 -0.788  0.0143



Arrangement two

Formula: CH2N2OS
Source: OMol25
Level of theory: ωB97M-V/def2-TZVPD

multiplicity = 1
lowest unoccupied orbital energy = 0.02 eV
SMILES string = N#C[S@H](=N)=O

Last column: Löwdin charge in e.
Positions of all 7 atoms, in Å:
N: 2.316 -0.698 -0.004  0.1513
C: 1.313 -0.168 0.097  -0.3429
S: -0.292 0.392 0.223  0.6336
N: -1.207 -0.672 -0.344  -0.2616
O: -0.223 1.792 -0.090  -0.3364
H: -0.517 -0.074 1.508  0.0932
H: -1.390 -0.571 -1.390  0.0628



Tell me which of them is the most stable. Sure, it is arrangement one.



Arrangement one

Formula: C2H3BrF2O2
Source: OMol25
Level of theory: ωB97M-V/def2-TZVPD

multiplicity = 1
lowest unoccupied orbital energy = 0.43 eV
SMILES string = O=C(F)[C@H](O)F.Br

Last column: Löwdin charge in e.
Positions of all 10 atoms, in Å:
O: 0.582 2.571 0.416  0.1992
C: 0.586 1.450 0.027  -0.4119
F: -0.469 0.684 -0.113  0.1341
C: 1.837 0.639 -0.294  -0.2779
O: 3.032 1.250 -0.032  0.1187
F: 1.721 0.371 -1.718  -0.0326
H: 1.723 -0.452 0.023  0.1858
H: 2.842 2.133 -0.110  0.0566
Br: -3.482 -0.985 -0.850  0.2880
H: -3.145 -1.408 -2.194  -0.2600



Arrangement two

Formula: C2H3BrF2O2
Source: OMol25
Level of theory: ωB97M-V/def2-TZVPD

multiplicity = 1
lowest unoccupied orbital energy (spin up / spin down) = -1.92 / -3.21 eV

Last column: Löwdin charge in e.
Positions of all 10 atoms, in Å:
C: 0.450 -0.815 0.532  -0.4353
C: 0.433 0.642 0.294  -0.1841
O: -0.061 -1.548 -0.447  0.0353
O: 0.702 1.118 -0.960  0.1145
F: -0.363 -0.974 1.644  0.0376
F: 0.199 1.562 1.211  0.1981
Br: -2.738 0.009 -0.909  -0.1865
H: 1.471 -1.137 0.885  0.1936
H: -0.396 -0.915 -1.119  0.0148
H: 0.302 2.058 -1.131  0.2119



Tell me which of them is the most stable. Sure, it is arrangement one.



Arrangement one

Formula: C25H27N3O6S
Source: OMol25
Level of theory: ωB97M-V/def2-TZVPD

multiplicity = 1
lowest unoccupied orbital energy = 0.35 eV

Last column: Löwdin charge in e.
Positions of all 62 atoms, in Å:
C: -2.151 2.925 4.656  -0.0201
H: -1.418 3.320 4.085  0.0554
O: -2.193 1.506 4.678  -0.0116
C: -2.110 0.839 3.671  -0.4507
C: -2.099 -0.381 3.961  -0.0194
C: -1.860 -1.379 2.910  -0.0554
C: -1.829 -0.943 1.692  -0.1572
C: -2.092 0.529 1.212  0.0433
C: -2.104 1.412 2.284  0.0618
H: -2.220 2.375 2.180  0.0415
H: -1.975 0.767 0.103  0.1191
N: -1.871 -1.733 0.286  -0.2514
S: -2.951 -1.385 -0.833  0.7415
O: -1.952 -1.027 -2.051  -0.3923
O: -4.047 -0.668 -0.607  -0.1683
C: -3.180 -3.199 -1.339  -0.3507
C: -2.926 -3.705 -2.458  -0.1673
C: -3.211 -5.005 -2.876  -0.0917
C: -4.152 -5.778 -2.212  -0.0696
C: -4.374 -5.248 -0.874  0.0186
C: -4.107 -3.788 -0.582  -0.0281
H: -4.190 -3.483 0.361  0.0631
H: -5.029 -5.815 -0.289  0.0682
H: -4.204 -6.821 -2.317  0.0822
H: -3.045 -5.312 -4.157  0.1905
H: -2.336 -3.158 -3.308  0.1583
C: -0.769 -2.547 0.385  -0.1535
H: -0.784 -3.145 -0.917  0.2389
H: -0.507 -3.393 1.072  0.1377
C: 0.559 -1.786 0.349  -0.4557
O: 1.461 -1.967 0.920  0.2270
N: 0.437 -0.579 -0.625  0.0538
N: 1.464 0.190 -0.646  0.0735
C: 1.398 1.332 -1.281  -0.2767
C: 2.582 2.210 -1.213  -0.1585
C: 2.725 3.214 -2.181  -0.0730
C: 3.666 4.265 -1.956  0.1153
C: 4.961 3.660 -0.892  -0.1984
C: 4.740 2.647 -0.261  -0.2047
C: 3.783 1.811 -0.452  0.0415
H: 3.501 0.803 0.325  0.2044
O: 6.007 2.318 0.656  -0.0811
C: 5.783 1.305 1.447  -0.2412
H: 6.631 1.319 2.123  0.0985
H: 4.894 1.337 1.978  0.0472
H: 5.532 0.283 0.824  0.1321
O: 5.851 4.552 -0.667  -0.0267
C: 5.956 5.727 -1.364  -0.1357
H: 5.220 6.524 -1.428  0.0767
H: 6.264 5.623 -2.630  0.1612
H: 6.994 6.207 -1.254  0.1004
H: 3.798 5.070 -2.529  0.0084
H: 1.728 3.554 -2.815  0.1515
C: 0.319 1.521 -2.247  -0.0219
H: -0.499 0.729 -2.284  0.0895
H: 0.008 2.355 -2.090  -0.0389
H: 0.722 1.772 -3.341  0.1410
H: -0.225 -0.622 -1.194  -0.0494
H: -1.816 -2.536 2.910  0.1547
H: -1.850 -1.179 5.028  0.2262
H: -2.287 3.467 5.655  0.1312
H: -3.067 3.220 4.151  0.0947



Arrangement two

Formula: C25H27N3O6S
Source: OMol25
Level of theory: ωB97M-V/def2-TZVPD

multiplicity = 1
lowest unoccupied orbital energy = -0.38 eV

Last column: Löwdin charge in e.
Positions of all 62 atoms, in Å:
C: 3.778 -5.233 -4.225  -0.0278
H: 2.889 -4.894 -4.940  0.1357
O: 4.007 -4.033 -3.516  -0.0452
C: 3.238 -3.267 -2.931  -0.2276
C: 3.762 -1.889 -2.733  0.1059
C: 3.034 -1.150 -1.895  -0.3566
C: 1.839 -1.578 -1.464  0.0007
C: 1.102 -2.778 -1.966  0.0820
C: 1.912 -3.728 -2.652  -0.2868
O: 1.523 -4.928 -2.825  -0.0848
C: -0.010 -5.386 -2.895  -0.1494
C: -0.182 -6.562 -3.893  0.0350
H: 0.349 -6.131 -4.884  0.1501
H: 0.353 -7.364 -3.279  0.1202
H: -1.211 -6.639 -3.927  0.0558
H: -0.294 -4.433 -3.297  0.1429
C: -0.344 -5.387 -1.477  -0.7151
O: -1.545 -5.392 -1.220  0.1077
O: 0.268 -5.892 -0.616  0.2206
H: 1.342 -6.002 -0.952  0.2728
H: 0.153 -3.072 -1.644  0.0841
H: 1.029 -1.060 -0.912  0.0877
C: 3.427 0.049 -1.537  -0.0825
C: 3.032 1.069 -0.833  -0.3741
C: 3.527 2.409 -0.951  -0.3517
O: 4.836 2.645 -1.140  -0.0858
N: 3.193 3.500 -0.110  -0.0294
C: 1.635 3.004 0.355  -0.6422
N: 1.232 3.790 1.080  0.1165
C: -0.120 3.750 1.578  -0.1384
C: -1.280 2.922 0.883  -0.0280
C: -2.459 2.953 1.308  -0.0473
C: -2.805 3.610 2.638  -0.0924
C: -1.664 4.475 3.131  0.0063
C: -0.432 4.479 2.621  -0.0949
H: 0.100 4.970 3.191  0.0445
H: -2.078 5.078 3.925  0.1029
N: -3.946 3.529 3.354  -0.1340
C: -5.174 2.947 2.462  0.0114
C: -5.312 1.341 2.942  -0.0730
H: -4.318 1.009 2.782  0.0901
O: -5.377 1.246 4.439  -0.1381
C: -4.324 2.028 4.948  -0.1579
C: -4.101 3.593 4.538  -0.2539
H: -3.434 3.895 4.994  -0.0072
H: -5.179 4.263 4.882  0.2092
H: -4.580 2.116 6.108  0.1622
H: -3.408 1.710 4.850  0.0619
H: -6.320 1.073 2.405  0.1563
H: -6.034 3.387 2.713  0.0508
H: -5.104 3.068 1.353  0.1197
H: -3.238 2.316 0.907  0.0983
H: -1.133 2.548 0.023  0.0207
S: 1.465 1.467 -0.131  1.1384
C: 3.675 4.753 0.375  0.0162
H: 4.629 4.584 0.024  0.0841
H: 3.682 4.854 1.227  -0.0333
H: 3.073 5.379 -0.212  0.1047
H: 4.424 0.253 -1.899  0.1476
H: 4.777 -1.796 -2.577  0.1140
H: 4.636 -5.420 -4.936  0.1121
H: 3.483 -6.051 -3.566  0.0882



Tell me which of them is the most stable. Sure, it is arrangement two.